Below is C26H45AlF2O7PS as an isolated structure, with properties calculated with ωB97M-V/def2-TZVPD.

Element x y z (Å)
C  0.236  -1.684  -1.813
C  1.154  -0.872  -2.720
F  0.844  -1.172  -4.078
Al  0.960  1.160  -2.508
C  1.210  1.933  -4.398
C  0.849  3.371  -4.399
O  -0.090  3.833  -5.005
F  1.620  4.198  -3.628
C  -0.859  1.741  -1.888
C  -1.191  2.322  -0.672
C  -2.477  2.708  -0.383
C  -3.506  2.539  -1.279
C  -3.195  1.925  -2.477
C  -1.913  1.540  -2.775
P  2.776  1.953  -1.205
O  3.894  2.552  -2.266
O  3.580  0.703  -0.454
S  2.375  3.385  0.054
H  0.654  -1.764  -0.801
H  -0.785  -1.291  -1.786
H  0.176  -2.718  -2.191
H  2.203  -1.161  -2.530
H  0.555  1.401  -5.087
H  2.261  1.764  -4.661
H  -0.424  2.483  0.081
H  -2.745  3.188  0.556
H  -4.519  2.865  -1.068
H  -4.002  1.775  -3.205
H  -1.761  1.065  -3.744
H  4.135  3.417  -1.902
H  3.208  -0.112  -0.815
C  -5.676  -0.041  3.319
C  -4.519  -1.006  3.100
C  -3.723  -0.294  2.016
O  -3.929  1.107  2.213
C  -4.992  1.307  3.143
H  -6.162  -0.148  4.289
H  -6.431  -0.183  2.542
H  -3.922  -1.085  4.013
H  -4.830  -2.009  2.810
H  -4.088  -0.553  1.016
H  -2.656  -0.515  2.061
H  -4.557  1.657  4.087
H  -5.667  2.076  2.766
C  4.848  -2.104  2.147
C  5.359  -3.539  2.107
C  4.245  -4.247  1.347
O  3.686  -3.287  0.451
C  4.176  -1.979  0.791
H  5.627  -1.366  2.304
H  4.111  -1.994  2.944
H  6.290  -3.586  1.537
H  5.540  -3.969  3.093
H  3.452  -4.581  2.026
H  4.603  -5.109  0.780
H  4.891  -1.674  0.020
H  3.352  -1.271  0.800
C  7.051  0.082  6.352
C  7.566  -1.350  6.312
C  6.454  -2.059  5.553
O  5.891  -1.098  4.656
C  6.377  0.207  4.994
H  7.831  0.826  6.508
H  6.311  0.190  7.149
H  8.497  -1.395  5.742
H  7.749  -1.780  7.297
H  5.661  -2.396  6.231
H  6.814  -2.919  4.986
H  7.091  0.513  4.222
H  5.547  0.914  4.998
C  -7.906  0.734  -5.605
C  -7.895  -0.109  -4.338
C  -6.416  -0.435  -4.195
O  -5.696  0.666  -4.755
C  -6.602  1.508  -5.472
H  -8.777  1.382  -5.697
H  -7.869  0.086  -6.484
H  -8.230  0.492  -3.489
H  -8.523  -0.997  -4.394
H  -6.151  -1.336  -4.760
H  -6.114  -0.576  -3.157
H  -6.744  2.427  -4.892
H  -6.167  1.771  -6.437

Results
HOMO energy ... -5.063 eV
Total energy ... -74183.887 eV
Kohn-Sham gap ... 0.27008 Ha
Total charge ... -1
E_LUMO ... 2.286 eV

Löwdin population analysis, charges in e, atoms 1 to 6: -0.116, -0.396, -0.125, 0.380, -0.125, -0.545